Below is a cluster of 2 separate species, C2H9N4 in total, with properties calculated with ωB97M-V with the def2-TZVPD basis set.

The geometry in ORCA input format:
```
! RIJCOSX wB97M-V def2-TZVPD def2/J DEFGRID3
* xyz 1 1
C 1.7066 -0.3603 2.0992
C 0.8008 -0.2730 0.9835
N 0.5765 0.6907 1.7995
N 0.4749 -0.7695 -0.1262
N -1.4218 -0.6682 -2.4416
N 0.4919 2.1010 1.6464
H 1.3487 -0.9097 3.0282
H 2.6922 -0.1105 1.8799
H 0.8882 -1.5330 -0.5052
H -0.2214 -0.3053 -0.7446
H -2.1976 -1.2182 -2.2730
H -1.6076 0.1731 -1.9483
H -1.3251 -0.3908 -3.3416
H 1.0128 2.6268 0.9092
H 0.4868 2.5236 2.5866
*
```

Calculated values
* orbital gap: 10.44 eV
* energy relative to the best compared isomer or geometry (same formula, charge and spin): 4.059 eV
* HOMO level: -14.1 eV
* E: -8170.7673 eV